H4O2 | wB97M-V/def2-TZVPD

Bonds (Å) are listed after each position.
Element x y z (Å)
1 O -1.547 0.040 -0.077  H2 0.991, H4 0.965
2 H -0.731 0.486 0.266  O1 0.991
3 H 1.351 0.869 0.148  O5 0.951
4 H -1.421 -0.808 0.365  O1 0.965
5 O 1.359 -0.071 0.007  H3 0.951, H6 0.997
6 H 2.303 -0.300 -0.220  O5 0.997

SMILES string: O.O
charge: 0
spin multiplicity: 1


H4O2 | wB97M-V/def2-TZVPD

Bonds (Å) are listed after each position.
Element x y z (Å)
1 O -0.536 -0.452 -1.503  H3 0.937, H6 0.993
2 H 0.927 0.480 1.858  O4 1.018
3 H -0.686 -1.183 -2.069  O1 0.937
4 O 0.324 0.668 1.059  H2 1.018, H5 0.931
5 H -0.283 1.135 1.589  O4 0.931
6 H 0.253 -0.649 -0.934  O1 0.993

SMILES string: O.O
charge: 0
spin multiplicity: 1


H4O2 | wB97M-V/def2-TZVPD

Bonds (Å) are listed after each position.
Element x y z (Å)
1 H -1.572 -0.930 0.080  O5 0.958
2 H 1.525 -0.094 0.498  O3 1.002
3 O 1.127 0.000 -0.417  H2 1.002, H4 0.976
4 H 1.710 0.627 -0.884  O3 0.976
5 O -1.791 -0.025 0.305  H1 0.958, H6 0.917
6 H -0.998 0.423 0.418  O5 0.917

SMILES string: O.O
charge: 0
spin multiplicity: 1


H4O2 | wB97M-V/def2-TZVPD

Bonds (Å) are listed after each position.
Element x y z (Å)
1 H 1.676 -2.030 0.147  O3 0.990
2 H -0.263 1.372 -0.099  O5 1.065
3 O 0.713 -1.843 0.011  H1 0.990, H4 1.083
4 H 0.838 -0.768 0.056  O3 1.083
5 O -1.146 1.956 -0.212  H2 1.065, H6 0.980
6 H -1.818 1.314 0.098  O5 0.980

SMILES string: O.O
charge: 0
spin multiplicity: 1


The records above yield maximum force values of 0.03637 0.06994 0.05709 0.09388 hartree/bohr, respectively.
The records above yield energy values of -4159.63342 -4159.52178 -4159.73285 -4159.09815 eV, respectively.